Entry from the Open Molecules 2025 dataset: C2I2 in the gas phase in a non-equilibrium geometry (ωB97M-V/def2-TZVPD).

Cartesian coordinates (Å):
I: -2.59158 0.03564 -0.00823
C: -0.61415 -0.10277 0.07204
C: 0.61415 -0.03110 0.11038
I: 2.59405 0.03404 -0.00551

Forces on the atoms, in the same order (eV/Å):
I 0.0 -0.1 0.0
C 2.8 0.4 0.1
C -2.7 -0.3 -0.2
I 0.0 0.0 0.1

## Properties
* orbital gap: 9.195 eV
* SMILES: IC#CI
* E_HOMO: -0.334 Ha
* LUMO: 0.004 Ha
* molecular weight: 277.83 Da

Now the Löwdin charges, all in e: 0.88, -0.88, -0.88, 0.88

Entry from the Open Molecules 2025 dataset: a 2-piece molecular cluster, C2IN3O3 overall in a non-equilibrium geometry (ωB97M-V/def2-TZVPD).

Cartesian coordinates (Å):
N: -0.01217 0.91870 1.90825
C: -0.24437 1.00638 0.81078
N: -0.70330 1.02064 -0.58076
O: 0.03062 1.22370 -1.48588
O: -1.92473 1.10154 -0.56469
O: -0.16994 -2.55573 -0.71967
N: 0.72236 -1.80012 -0.49948
C: 1.15204 -0.73166 -0.24421
I: 3.04584 0.08517 0.05819

Forces on the atoms, in the same order (eV/Å):
N 0.5 0.1 2.9
C -0.4 -0.5 -3.6
N -2.4 2.4 2.0
O 0.8 -0.3 -0.8
O 0.5 -0.8 -0.6
O 0.3 -1.4 -0.3
N -2.1 1.0 0.1
C 3.7 -0.2 0.3
I -0.9 -0.4 -0.2

## Properties
* orbital gap: 8.270 eV
* SMILES: N#C[N+](=O)[O-].[O-][N+]#CI
* E_HOMO: -0.366 Ha
* LUMO: -0.062 Ha
* molecular weight: 240.94 Da

Atomic partial charges in e from the Löwdin method, atoms 1 to 8: 0.23, -0.21, -0.38, 0.11, 0.13, 0.05, -0.20, -0.64

Entry from the Open Molecules 2025 dataset: a 2-piece molecular cluster, C2INO3 overall in a non-equilibrium geometry (ωB97M-V/def2-TZVPD).

Cartesian coordinates (Å):
C: 2.09301 1.58539 1.31662
C: 0.19952 -0.23747 1.24959
N: 0.75311 0.92068 0.83191
O: 2.53411 1.04455 2.27825
O: 2.45837 2.49079 0.62015
O: -0.38015 -1.19976 1.53987
I: -7.65796 -4.60418 -7.83639

Forces on the atoms, in the same order (eV/Å):
C -1.1 -0.6 -1.0
C 4.2 8.0 -2.4
N -4.2 -6.8 1.6
O 1.4 -1.5 3.2
O 0.1 1.6 -1.4
O -0.4 -0.7 0.1
I 0.0 0.0 0.0

## Properties
* charge: -2
* orbital gap: 7.228 eV
* E_HOMO: -0.079 Ha
* LUMO: 0.187 Ha
* molecular weight: 212.93 Da

Now the Löwdin charges, all in e: -0.87, -0.31, 0.12, -0.02, -0.03, 0.10, -1.00